Computed, not measured: the ion C6H15Br2FNP2S2 with charge -1, with ωB97M-V/def2-TZVPD.

```
! RIJCOSX wB97M-V def2-TZVPD def2/J DEFGRID3
* xyz -1 1
C 1.8413 0.4762 2.1429
C 2.3530 -0.0194 0.8151
N 3.5005 0.3756 0.4319
C 1.4720 -0.9627 0.0557
P 0.0269 -0.3734 -1.0713
F -1.1600 0.0087 -2.2039
S 0.3187 1.8582 -0.6877
P 1.4573 -0.1443 -2.9193
S 1.5906 1.4287 -4.0958
C -1.2899 -0.4788 0.3385
Br -1.5381 -2.3125 0.9848
C -2.6339 0.2100 0.1172
C -3.3253 0.5984 1.4082
Br -3.8934 -0.8092 -0.9832
H 1.1181 1.2766 1.9664
H 1.3337 -0.3189 2.6950
H 2.6617 0.8784 2.7337
H 3.7047 0.0226 -0.5036
H 0.9995 -1.6560 0.7562
H 2.0873 -1.5751 -0.6080
H -0.1232 -1.7412 -1.4583
H -0.5627 1.9935 0.3132
H 2.7350 -0.6072 -2.5211
H 1.0573 -1.3167 -3.6033
H -0.8256 0.0089 1.1967
H -2.4366 1.0822 -0.5043
H -2.6582 1.2380 1.9951
H -4.2467 1.1454 1.2097
H -3.5642 -0.2859 1.9995
*
```

Values from the calculation:
- frontier orbital gap (eV) = 7.27
- LUMO level (eV) = 2.685
- E (Eh) = -7019.42127
- HOMO energy (eV) = -4.58

Atomic partial charges in e from the Mulliken method, atoms 1 to 6:
1 C -1.187
2 C 0.852
3 N -0.854
4 C -1.192
5 P 0.821
6 F -0.474